{"formula": "C58H65N6O2PTi", "method": "ωB97M-V with the def2-TZVPD basis set", "symbols": ["Ti", "C", "C", "C", "C", "C", "C", "C", "N", "C", "C", "C", "C", "C", "C", "C", "C", "C", "C", "N", "C", "C", "C", "N", "C", "C", "C", "C", "C", "C", "C", "C", "C", "C", "C", "C", "C", "C", "N", "C", "C", "H", "H", "H", "H", "H", "H", "H", "H", "H", "H", "H", "H", "H", "H", "H", "H", "H", "H", "H", "H", "H", "H", "H", "H", "H", "H", "H", "H", "H", "H", "H", "H", "H", "H", "H", "H", "H", "H", "H", "H", "H", "H", "H", "H", "O", "C", "C", "C", "C", "C", "C", "C", "N", "N", "C", "O", "C", "C", "C", "C", "C", "C", "H", "H", "H", "H", "H", "H", "H", "H", "H", "H", "C", "P", "C", "C", "C", "C", "C", "C", "C", "H", "H", "H", "H", "H", "H", "H", "H", "H", "H", "H"], "xyz": [[0.39317, -0.55122, 0.79589], [2.48756, -4.86030, -3.84791], [2.93471, -4.88667, -2.38257], [2.77883, -3.54356, -1.73870], [3.73036, -2.57412, -1.58528], [5.16161, -2.59445, -2.02197], [5.36758, -1.80207, -3.31752], [3.06921, -1.45309, -0.96934], [1.74802, -1.71177, -0.76880], [1.55044, -2.98962, -1.22283], [0.34388, -3.66180, -1.26099], [-0.89227, -3.11288, -0.93188], [-2.14349, -3.77967, -1.03975], [-2.40548, -5.17554, -1.50798], [-2.94490, -5.19493, -2.94233], [-3.09855, -2.85630, -0.64826], [-2.38509, -1.67736, -0.32928], [-3.06442, -0.48342, 0.12276], [-2.51495, 0.76873, 0.67468], [-1.14325, 1.07717, 0.67242], [-0.87783, 2.37571, 0.98136], [0.38583, 2.91505, 0.82574], [1.55568, 2.32257, 0.33939], [1.73692, 1.02832, -0.02759], [3.07856, 0.90445, -0.27583], [3.71283, -0.25640, -0.68720], [3.75079, 2.16061, -0.11104], [2.78443, 3.06290, 0.25090], [2.94553, 4.53902, 0.43747], [2.35872, 5.30582, -0.75201], [5.21602, 2.41449, -0.26366], [5.61413, 2.71996, -1.71129], [-1.94299, 3.32209, 1.36710], [-3.17013, 2.88227, 1.69891], [-4.32920, 3.78667, 2.03597], [-5.04029, 4.35723, 0.80412], [-1.67748, 4.81472, 1.36830], [-1.13996, 5.29623, 2.71982], [-1.06183, -1.81696, -0.50655], [-4.58320, -3.05351, -0.59935], [-5.29347, -2.32388, -1.74498], [2.57638, -5.84751, -4.30451], [3.10021, -4.16294, -4.41694], [1.45197, -4.53590, -3.91222], [3.98453, -5.19862, -2.33819], [2.34507, -5.63243, -1.83959], [5.48753, -3.62769, -2.18038], [5.79151, -2.16401, -1.23771], [4.77810, -2.23483, -4.12424], [6.41787, -1.80096, -3.61722], [5.04059, -0.77501, -3.17510], [0.35313, -4.69197, -1.59284], [-3.13757, -5.65150, -0.84865], [-1.48859, -5.76466, -1.46117], [-3.91121, -4.69841, -2.99084], [-3.07031, -6.21404, -3.31568], [-2.25937, -4.66300, -3.59889], [-4.03685, -0.73480, 0.52927], [0.53644, 3.93084, 1.14874], [4.78344, -0.21344, -0.83086], [4.00794, 4.78286, 0.52713], [2.45859, 4.86862, 1.36010], [2.85469, 5.00161, -1.67173], [2.48490, 6.38320, -0.63081], [1.29976, 5.08147, -0.85329], [5.77520, 1.54476, 0.08948], [5.49790, 3.26113, 0.37056], [5.30683, 1.90525, -2.36320], [6.69406, 2.85003, -1.80068], [5.13039, 3.63226, -2.05579], [-3.98716, 4.61944, 2.65438], [-5.06101, 3.22002, 2.61194], [-4.33456, 4.82367, 0.12063], [-5.77513, 5.10331, 1.11103], [-5.54865, 3.56361, 0.26568], [-2.60637, 5.34916, 1.16910], [-0.97956, 5.08805, 0.57573], [-1.85967, 5.09081, 3.51044], [-0.95342, 6.37223, 2.70594], [-0.21471, 4.78669, 2.97276], [-4.98245, -2.69502, 0.35519], [-4.80993, -4.12260, -0.65703], [-5.12839, -1.25422, -1.66009], [-6.36896, -2.51168, -1.73245], [-4.89817, -2.65614, -2.70494], [-0.83595, -1.41014, 2.04488], [-0.96841, -2.70219, 2.12050], [-2.23160, -3.26628, 2.36436], [-2.41839, -4.63234, 2.47942], [-1.33978, -5.49892, 2.36603], [-0.07471, -4.99016, 2.15272], [0.14935, -3.61170, 2.04020], [1.46165, -3.06203, 2.04445], [1.61362, -1.78160, 1.83572], [2.68059, -1.10331, 2.28583], [2.29538, 0.15152, 2.52387], [1.05260, 0.49181, 2.36872], [3.27563, 1.09412, 3.02265], [4.62814, 0.74328, 3.17594], [5.54503, 1.66990, 3.61456], [5.15462, 2.97463, 3.90603], [3.81636, 3.33093, 3.75896], [2.88966, 2.40962, 3.33218], [-3.07359, -2.59118, 2.44595], [-3.41425, -5.02641, 2.65370], [-1.48616, -6.56779, 2.45934], [0.77482, -5.66093, 2.06715], [2.30634, -3.66135, 2.39788], [4.91885, -0.26787, 2.93570], [6.58650, 1.38990, 3.73312], [5.88342, 3.70364, 4.24167], [3.51047, 4.34740, 3.98085], [1.84804, 2.66774, 3.21071], [-2.58247, 0.34399, -3.50041], [-1.65268, 0.76692, -1.91512], [-1.43712, 2.58688, -2.23032], [-3.10682, 0.79493, -0.75981], [-3.33196, 1.38825, 1.82263], [-4.75251, 0.94013, 1.94189], [-5.69086, 0.96973, 0.97581], [-5.53029, 1.34487, -0.39933], [-4.38899, 1.33134, -1.13463], [-3.10884, -0.59306, -3.33436], [-1.86373, 0.19172, -4.30690], [-3.29405, 1.10530, -3.81801], [-2.31616, 3.06488, -2.66422], [-0.58592, 2.70817, -2.90209], [-1.18998, 3.06117, -1.28274], [-2.79521, 1.06480, 2.73333], [-5.05177, 0.59531, 2.92751], [-6.70975, 0.71781, 1.26389], [-6.45057, 1.64954, -0.89952], [-4.44962, 1.72489, -2.14369]], "forces_ev_per_a": [[-0.8, 0.5, -2.9], [0.0, -0.2, 0.1], [-0.1, 0.2, -0.1], [1.1, 0.3, 0.1], [-0.3, -1.1, -0.1], [-0.2, 0.1, -0.1], [0.1, -0.1, 0.1], [1.2, 1.9, 0.4], [-1.0, 0.7, 0.7], [-1.6, -0.8, 0.0], [1.8, 0.1, -0.2], [-1.0, -0.2, 0.0], [0.8, 0.0, 0.1], [0.1, 0.3, -0.2], [0.1, -0.2, 0.1], [0.1, 0.8, 0.2], [-0.9, -0.6, -0.2], [0.3, 0.2, 0.1], [-0.7, -0.5, 0.0], [0.8, -1.6, 0.8], [1.5, 1.5, -0.1], [-1.7, -0.1, 0.4], [1.3, 1.0, -0.3], [-0.2, -0.4, 0.4], [0.5, 1.5, 0.1], [-0.1, -2.1, -0.6], [0.0, -1.2, -0.2], [-1.3, -0.2, 0.3], [-0.1, -0.2, -0.2], [0.1, 0.1, 0.2], [-0.2, 0.0, -0.2], [0.1, 0.0, 0.2], [-0.6, 0.1, -0.1], [0.2, 0.2, 0.2], [0.2, 0.1, -0.1], [-0.1, 0.0, 0.2], [0.1, -0.1, 0.2], [0.0, 0.1, -0.1], [0.5, 0.0, 0.6], [0.2, 0.2, -0.2], [0.0, -0.2, 0.2], [0.0, -0.1, -0.1], [0.0, 0.1, -0.1], [-0.1, 0.1, -0.1], [-0.1, 0.0, 0.1], [0.1, 0.0, 0.0], [0.0, 0.0, 0.1], [0.0, -0.1, 0.0], [-0.1, 0.0, -0.1], [0.1, 0.0, 0.0], [0.0, 0.1, 0.0], [0.1, 0.0, -0.1], [0.0, -0.1, 0.1], [0.0, -0.1, 0.1], [-0.1, 0.1, 0.0], [0.0, -0.1, -0.1], [0.0, 0.1, -0.1], [0.1, 0.1, -0.1], [-0.1, 0.1, 0.0], [0.1, 0.0, -0.1], [0.0, 0.0, 0.1], [0.0, 0.1, 0.1], [0.0, 0.0, -0.1], [0.0, 0.2, 0.0], [-0.1, 0.0, -0.1], [0.1, 0.0, 0.1], [0.1, -0.1, 0.1], [0.0, -0.1, -0.1], [0.1, 0.0, -0.1], [-0.1, 0.1, -0.1], [0.0, 0.0, 0.1], [0.0, 0.1, 0.1], [0.1, 0.0, -0.1], [-0.1, 0.1, 0.0], [0.0, 0.1, 0.0], [0.1, 0.0, -0.1], [-0.1, 0.0, 0.0], [-0.1, -0.1, 0.1], [0.0, 0.1, 0.0], [0.1, -0.1, 0.1], [-0.1, 0.0, 0.1], [0.0, 0.0, 0.1], [0.0, 0.2, -0.1], [-0.1, 0.0, 0.0], [0.0, 0.0, -0.1], [-0.3, 0.1, 0.3], [0.5, -0.9, 0.2], [-0.3, -0.2, 0.2], [0.0, 0.5, 0.0], [0.3, -0.3, 0.0], [0.0, 0.2, 0.0], [-1.2, 0.1, -0.1], [0.8, 1.3, 0.1], [-0.4, -2.1, 0.5], [1.2, 1.2, 0.6], [-0.8, -2.1, -0.3], [0.5, 0.2, 0.5], [1.0, 1.2, 0.6], [-0.8, -0.2, -0.2], [0.4, 0.4, 0.2], [-0.3, -0.1, -0.1], [0.6, 0.4, 0.3], [-0.4, -0.9, -0.3], [0.0, 0.1, 0.0], [0.0, 0.0, 0.0], [0.0, 0.0, 0.0], [0.0, 0.0, 0.0], [-0.1, 0.3, 0.0], [0.1, -0.1, -0.1], [0.0, 0.0, 0.0], [0.0, 0.0, 0.0], [0.0, 0.0, 0.0], [-0.1, 0.1, -0.1], [0.3, 0.1, 0.3], [-0.5, 0.5, -1.0], [0.0, -0.3, 0.1], [0.3, -0.1, -0.2], [0.2, -0.1, -0.1], [-0.4, 0.0, -0.2], [0.0, -0.1, 0.9], [0.2, 0.1, -1.0], [-0.6, 0.2, 0.4], [-0.1, -0.2, 0.0], [0.1, 0.0, 0.0], [-0.1, 0.1, 0.0], [-0.1, 0.0, 0.0], [0.0, 0.0, 0.0], [0.1, 0.1, 0.0], [-0.1, 0.0, -0.2], [-0.1, 0.0, 0.0], [0.0, -0.1, 0.1], [0.2, 0.1, 0.0], [-0.1, 0.0, -0.1]], "e_homo_ev": 0.61, "e_tot_ev": -106643.46927, "charge": -2, "homo_lumo_gap_ev": 3.8, "largest_force_ha_per_bohr": 0.0597, "lumo_energy_ev": 4.38}